C22H35N7PS2Sr | ωB97M-V/def2-TZVPD

**Energy relative to the best compared isomer or geometry (same formula, charge and spin)**: 15.6 kcal/mol
**Net charge**: +1
**Highest occupied orbital energy**: -10.1 eV
**Gap between HOMO and LUMO**: 7.11 eV
**E_LUMO**: -2.941 eV
**Energy**: -2410.97353 hartree

Atoms and positions in Å:
Sr: 0.305 -0.186 -0.554
C: 2.554 -2.671 0.369
C: 1.872 -2.230 1.661
N: 1.597 -0.800 1.647
C: 0.729 -0.420 2.746
C: -0.703 -0.798 2.474
C: -1.674 -0.737 3.466
C: -2.967 -1.121 3.147
C: -3.239 -1.582 1.869
C: -2.212 -1.597 0.933
C: -2.421 -2.085 -0.473
N: -1.153 -2.249 -1.156
C: -0.456 -3.470 -0.781
C: 0.953 -3.433 -1.360
N: 1.754 -2.345 -0.806
N: -0.989 -1.191 1.242
H: 3.518 -2.161 0.292
H: 2.759 -3.748 0.428
H: 0.919 -2.748 1.756
H: 2.502 -2.511 2.518
H: 2.478 -0.298 1.735
H: 1.044 -0.883 3.694
H: 0.777 0.663 2.873
H: -1.421 -0.397 4.459
H: -3.749 -1.079 3.890
H: -4.224 -1.921 1.596
H: -2.998 -3.022 -0.431
H: -3.025 -1.346 -1.007
H: -1.320 -2.282 -2.159
H: -0.421 -3.531 0.308
H: -0.968 -4.367 -1.159
H: 1.438 -4.406 -1.204
H: 0.854 -3.266 -2.438
H: 2.384 -2.045 -1.544
C: 2.068 -1.849 -5.721
S: 0.335 -1.790 -5.204
C: 0.391 -0.602 -3.905
S: 1.855 -0.149 -3.185
N: -0.774 -0.094 -3.623
N: -0.992 0.510 -2.481
C: -1.905 1.418 -2.410
C: -2.248 1.997 -1.144
C: -3.258 2.970 -1.076
C: -3.574 3.529 0.142
C: -2.882 3.104 1.272
C: -1.899 2.142 1.114
N: -1.578 1.599 -0.050
H: 2.137 -2.624 -6.478
H: 2.691 -2.089 -4.865
H: 2.343 -0.882 -6.132
H: -2.426 1.758 -3.304
H: -3.774 3.267 -1.975
H: -4.337 4.288 0.221
H: -3.097 3.511 2.246
H: -1.343 1.781 1.969
C: 1.590 3.214 2.766
P: 1.670 2.627 1.009
C: 1.238 4.227 0.211
C: 3.502 2.683 0.800
H: 2.099 4.172 2.859
H: 2.072 2.504 3.436
H: 0.552 3.339 3.067
H: 1.855 5.030 0.615
H: 0.190 4.450 0.400
H: 1.395 4.148 -0.863
H: 3.894 3.654 1.104
H: 3.741 2.507 -0.248
H: 3.971 1.908 1.404

Löwdin atomic charge list, values in e, 2 entries: Sr 1.237; C -0.186

C22H35NO2P2S2V | ωB97M-V/def2-TZVPD

**2S+1**: 2
**Net charge**: +2
**Expectation value of S²**: 0.8869
**Highest occupied orbital energy (alpha / beta)**: -14.0 / -14.0 eV
**Gap between HOMO and LUMO (alpha / beta)**: 6.27 / 6.62 eV
**E_LUMO (alpha / beta)**: -7.698 / -7.341 eV
**Energy**: -3486.90063 hartree

Atoms and positions in Å:
P: 0.454 -1.794 0.054
P: 0.175 1.745 0.365
C: 0.049 -0.567 -1.304
C: 0.550 0.869 -1.184
H: -1.018 -0.618 -1.569
H: 0.584 -1.025 -2.134
H: 1.611 0.963 -1.448
H: -0.010 1.479 -1.889
C: -1.467 2.467 0.004
H: -1.725 3.134 0.835
H: -2.233 1.672 -0.073
H: -1.419 3.033 -0.941
C: 1.427 3.001 0.594
H: 1.299 3.790 -0.157
H: 2.419 2.525 0.497
H: 1.313 3.396 1.616
C: -0.689 -3.144 -0.198
H: -0.526 -3.871 0.603
H: -0.475 -3.595 -1.175
H: -1.724 -2.793 -0.165
C: 2.080 -2.392 -0.415
H: 2.814 -1.571 -0.436
H: 2.011 -2.858 -1.411
H: 2.392 -3.147 0.321
V: -0.230 -0.173 1.435
C: 0.659 1.462 -4.089
C: -0.685 1.520 -3.973
C: -1.606 0.836 -4.928
C: -1.242 -0.639 -5.268
C: -0.488 -1.408 -4.216
C: 0.854 -1.512 -4.179
C: 1.776 -0.702 -5.039
C: 1.397 0.799 -5.212
C: 0.809 -1.925 2.319
H: 1.327 2.011 -3.413
H: -1.183 2.215 -3.289
H: -1.644 1.409 -5.871
H: -2.626 0.865 -4.519
H: -2.186 -1.180 -5.447
H: -0.671 -0.642 -6.205
H: -1.130 -1.963 -3.524
H: 1.347 -2.315 -3.613
H: 1.840 -1.158 -6.043
H: 2.793 -0.765 -4.624
H: 2.341 1.358 -5.338
H: 0.825 0.905 -6.146
H: 1.581 -1.281 2.782
H: 1.311 -2.844 1.981
H: 0.026 -2.233 3.036
O: 0.963 2.822 4.464
S: 0.884 1.380 4.553
O: 2.103 0.599 4.616
N: -0.139 0.787 3.325
C: -1.349 0.407 3.775
S: -2.283 -0.245 2.477
C: -1.450 0.406 5.221
C: -2.420 -0.218 6.021
C: -2.152 -0.394 7.384
C: -0.955 0.049 7.965
C: 0.006 0.689 7.173
C: -0.248 0.834 5.811
H: -3.356 -0.531 5.560
H: -2.884 -0.870 8.030
H: -0.753 -0.122 9.032
H: 0.948 1.067 7.583

Löwdin atomic charge list, values in e, 2 entries: P 0.777; P 0.808

C22H35NO3P2W | ωB97M-V/def2-TZVPD

**2S+1**: 3
**Net charge**: 0
**Expectation value of S²**: 2.0311
**Highest occupied orbital energy (alpha / beta)**: -4.4 / -6.6 eV
**Gap between HOMO and LUMO (alpha / beta)**: 4.54 / 6.65 eV
**E_LUMO (alpha / beta)**: 0.148 / 0.089 eV
**Energy**: -1889.38146 hartree

Atoms and positions in Å:
W: -0.011 -0.234 -0.686
P: 2.922 -0.509 -1.007
P: -2.654 0.083 -0.370
N: 0.021 0.586 -2.220
H: 1.730 0.079 -0.290
C: 3.201 -1.998 -1.860
H: 4.293 -2.049 -1.803
H: 2.880 -1.877 -2.898
H: 2.744 -2.887 -1.419
C: 3.669 -0.438 0.655
H: 4.721 -0.535 0.424
H: 3.262 -1.262 1.254
H: 3.363 0.498 1.142
C: 3.211 0.987 -1.930
H: 4.290 0.967 -1.914
H: 2.796 1.862 -1.436
H: 2.805 0.850 -2.926
C: -3.620 -1.139 -1.236
H: -4.683 -0.927 -1.130
H: -3.420 -2.134 -0.847
H: -3.380 -1.141 -2.296
C: -3.280 0.051 1.305
H: -4.368 0.074 1.276
H: -2.930 0.909 1.871
H: -2.976 -0.852 1.827
C: -3.105 1.674 -1.020
H: -4.186 1.832 -0.944
H: -2.822 1.785 -2.070
H: -2.605 2.464 -0.453
C: -0.057 1.448 -3.244
C: -0.068 1.888 -5.673
C: -0.104 0.984 -4.627
C: -0.120 2.849 -3.028
C: -0.092 3.759 -4.105
C: -0.062 3.283 -5.416
H: -0.039 1.524 -6.702
H: -0.115 -0.092 -4.789
H: -0.143 3.228 -1.995
H: -0.085 4.838 -3.903
H: -0.031 3.978 -6.252
C: -0.777 -3.513 0.804
O: -1.124 -2.665 -0.095
C: 0.411 -4.343 0.417
H: 1.048 -4.643 1.242
H: 1.077 -3.879 -0.311
H: 0.016 -5.282 -0.076
C: -0.886 -2.970 2.214
H: -1.980 -2.958 2.526
H: -0.544 -1.898 2.353
H: -0.293 -3.532 2.947
O: -0.954 2.408 1.696
C: -0.199 1.489 1.992
O: 0.331 0.703 1.111
C: 0.119 1.108 3.357
C: 1.037 0.122 3.695
C: 1.154 -0.334 5.028
C: 0.336 0.226 6.016
C: -0.563 1.245 5.691
C: -0.650 1.684 4.371
H: 1.705 -0.306 2.905
H: 1.891 -1.128 5.280
H: 0.418 -0.133 7.032
H: -1.189 1.699 6.458
H: -1.338 2.491 4.081

Löwdin atomic charge list, values in e, 2 entries: W 1.182; P 0.760

C22H35NO4P2Pd | ωB97M-V/def2-TZVPD

**2S+1**: 3
**Net charge**: 0
**Expectation value of S²**: 2.0094
**Highest occupied orbital energy (alpha / beta)**: -5.4 / -5.4 eV
**Gap between HOMO and LUMO (alpha / beta)**: 4.81 / 4.68 eV
**E_LUMO (alpha / beta)**: -0.588 / -0.737 eV
**Energy**: -2025.16282 hartree

Atoms and positions in Å:
P: -1.282 3.168 1.897
P: -3.232 0.321 -0.009
C: -2.876 3.037 0.996
C: -3.597 1.687 1.155
H: -2.694 3.292 -0.059
H: -3.492 3.851 1.412
H: -3.545 1.338 2.200
H: -4.659 1.887 0.966
C: -4.261 0.748 -1.485
H: -3.941 0.030 -2.260
H: -4.043 1.766 -1.851
H: -5.324 0.629 -1.257
C: -4.080 -1.059 0.748
H: -5.140 -0.985 0.480
H: -3.977 -1.034 1.842
H: -3.641 -1.974 0.341
C: -0.835 4.891 1.728
H: 0.216 5.002 2.018
H: -1.483 5.487 2.378
H: -0.970 5.202 0.689
C: -1.595 2.802 3.624
H: -2.233 1.923 3.755
H: -2.096 3.668 4.081
H: -0.647 2.643 4.149
Pd: 1.565 -1.532 2.496
C: -1.796 -0.226 -1.031
C: -1.499 0.537 -2.219
C: -1.292 1.965 -2.213
C: 0.216 2.222 -1.766
C: 0.360 2.714 -0.403
C: -0.100 2.207 0.873
C: -0.533 0.691 1.155
C: -0.596 -0.331 0.025
C: 2.749 0.004 2.318
H: -2.075 -1.225 -1.441
H: -1.230 0.002 -3.152
H: -1.964 2.517 -1.522
H: -1.441 2.334 -3.241
H: 0.810 1.291 -1.925
H: 0.593 2.997 -2.472
H: 1.105 3.501 -0.282
H: 0.822 2.314 1.515
H: -1.421 0.638 1.822
H: 0.271 0.304 1.855
H: 0.379 -0.360 -0.487
H: -0.698 -1.333 0.489
H: 3.728 -0.485 2.150
H: 2.781 0.704 3.162
H: 2.403 0.481 1.391
O: 2.434 -1.464 -0.103
C: 2.457 -2.705 0.099
O: 1.981 -3.285 1.145
C: 3.142 -3.656 -0.911
C: 3.628 -3.200 -2.162
C: 4.544 -3.971 -2.890
C: 4.957 -5.219 -2.367
C: 4.341 -5.761 -1.213
C: 3.419 -4.980 -0.533
N: 6.155 -5.835 -2.828
O: 6.770 -5.327 -3.791
O: 6.564 -6.857 -2.229
H: 3.307 -2.231 -2.531
H: 4.998 -3.617 -3.817
H: 4.654 -6.744 -0.856
H: 2.941 -5.399 0.353

Löwdin atomic charge list, values in e, 2 entries: P 0.903; P 0.987

C22H36BN2O9PS4 | ωB97M-V/def2-TZVPD

**Net charge**: +2
**Highest occupied orbital energy**: -14.0 eV
**Gap between HOMO and LUMO**: 5.90 eV
**E_LUMO**: -8.082 eV
**Energy**: -3605.03344 hartree

Atoms and positions in Å:
O: -3.405 2.271 -7.782
B: -2.936 2.074 -6.506
O: -2.209 3.030 -5.901
O: -3.238 0.793 -5.883
N: -2.206 0.272 -5.178
C: -0.994 0.052 -5.672
C: 0.015 -0.500 -4.929
C: -0.242 -0.869 -3.601
C: 0.864 -1.471 -2.794
C: 2.186 -1.542 -3.263
C: 3.163 -2.091 -2.483
N: 2.929 -2.566 -1.256
P: 4.225 -3.317 -0.246
S: 5.615 -2.091 0.250
C: 1.676 -2.493 -0.784
C: 0.639 -1.971 -1.500
C: -1.534 -0.646 -3.108
C: -2.474 -0.074 -3.915
H: -2.755 1.872 -8.381
H: -2.388 3.069 -4.943
H: -0.767 0.299 -6.709
H: 0.981 -0.636 -5.399
H: 2.452 -1.165 -4.244
H: 4.172 -2.152 -2.894
H: 3.640 -3.839 0.943
H: 4.819 -4.364 -0.993
H: 1.481 -2.884 0.218
H: -0.361 -1.929 -1.079
H: -1.786 -0.943 -2.095
H: -3.471 0.076 -3.504
C: -2.045 5.533 -0.162
C: -1.015 5.750 -1.279
C: -0.882 4.427 -2.043
S: -2.461 3.591 -1.867
O: -2.265 2.380 -1.099
O: -3.146 3.569 -3.150
C: -3.222 4.816 -0.816
H: -2.354 6.473 0.291
H: -1.614 4.907 0.623
H: -1.369 6.531 -1.955
H: -0.053 6.073 -0.883
H: -0.676 4.587 -3.100
H: -0.115 3.788 -1.608
H: -3.882 4.328 -0.101
H: -3.792 5.491 -1.455
C: 3.866 -5.284 5.905
C: 4.415 -3.863 5.737
C: 4.696 -3.653 4.244
S: 3.554 -4.722 3.368
O: 4.309 -5.731 2.667
O: 2.561 -3.905 2.677
C: 2.810 -5.453 4.816
H: 3.444 -5.441 6.895
H: 4.669 -6.010 5.761
H: 3.667 -3.142 6.076
H: 5.313 -3.704 6.330
H: 4.527 -2.621 3.941
H: 5.708 -3.956 3.978
H: 2.559 -6.493 4.615
H: 1.908 -4.887 5.049
C: -2.918 0.443 4.161
C: -2.095 0.197 2.888
C: -2.255 1.434 1.996
S: -2.567 2.814 3.098
O: -3.899 3.302 2.851
O: -1.423 3.691 3.093
C: -2.575 1.861 4.610
H: -2.693 -0.287 4.936
H: -3.984 0.373 3.930
H: -1.043 0.067 3.155
H: -2.414 -0.708 2.369
H: -1.357 1.639 1.419
H: -3.110 1.342 1.329
H: -3.298 2.281 5.305
H: -1.573 1.908 5.037

Löwdin atomic charge list, values in e, 2 entries: O 0.220; B -0.722

C22H36ClMoN3 | ωB97M-V/def2-TZVPD

**2S+1**: 3
**Net charge**: -2
**Expectation value of S²**: 2.2793
**Highest occupied orbital energy (alpha / beta)**: 2.7 / -0.2 eV
**Gap between HOMO and LUMO (alpha / beta)**: 1.77 / 4.74 eV
**E_LUMO (alpha / beta)**: 4.522 / 4.505 eV
**Energy**: -1552.39314 hartree

Atoms and positions in Å:
Mo: 0.740 -0.401 -1.066
Cl: -0.829 -1.419 -2.391
C: 0.971 1.649 -1.249
C: 2.076 2.310 -1.831
C: 2.037 3.709 -1.983
C: 0.946 4.453 -1.536
C: -0.114 3.798 -0.899
C: -0.115 2.407 -0.762
H: 2.950 1.735 -2.160
H: 2.861 4.266 -2.446
H: -0.952 4.388 -0.517
H: -0.966 1.921 -0.283
C: 0.913 5.944 -1.730
H: 0.227 6.412 -1.015
H: 0.592 6.230 -2.741
H: 1.916 6.365 -1.577
C: 4.439 -2.653 -6.039
N: 3.406 -2.277 -5.205
H: 6.595 -2.359 -5.771
N: 5.207 -1.660 -4.241
H: 4.291 -3.145 -6.982
C: 1.990 -2.606 -5.371
C: 1.696 -2.969 -6.805
C: 1.660 -3.786 -4.462
H: 2.245 -3.868 -7.103
H: 0.625 -3.184 -6.881
H: 1.929 -2.132 -7.471
H: 0.162 -1.543 -4.973
H: 1.481 -0.538 -5.642
H: 1.852 -3.556 -3.406
C: 1.239 -1.360 -4.956
H: 2.263 -4.655 -4.757
H: 0.601 -4.045 -4.583
H: 1.535 -1.064 -3.943
C: 5.581 -2.260 -5.432
C: 6.180 -2.304 -2.106
H: 6.534 -3.251 -2.534
H: 6.893 -1.986 -1.334
C: 6.121 -1.228 -3.180
H: 6.168 0.382 -1.762
C: 7.500 -1.051 -3.764
H: 7.510 -0.308 -4.565
H: 5.201 -2.460 -1.638
H: 4.522 -0.089 -2.274
H: 7.892 -2.002 -4.137
H: 8.176 -0.710 -2.978
C: 5.556 0.060 -2.611
H: 5.576 0.846 -3.377
C: 3.868 -1.675 -4.089
C: -0.783 0.904 2.354
C: -1.186 -0.254 1.453
C: -1.341 -1.529 2.266
C: -2.511 0.056 0.762
N: -0.099 -0.434 0.412
H: -1.594 1.120 3.062
H: -0.585 1.813 1.772
H: 0.118 0.638 2.919
H: -2.163 -1.387 2.983
H: -1.586 -2.385 1.632
H: -0.430 -1.752 2.834
H: -2.528 1.075 0.349
H: -2.722 -0.651 -0.049
H: -3.332 0.010 1.497

Löwdin atomic charge list, values in e, 2 entries: Mo 0.743; Cl -0.174